# 1
This record from OMol25 describes C9H20N2O as an isolated structure. The level of theory is ωB97M-V/def2-TZVPD.

Results
Energy above the lowest of the compared OMol25 structures with the same formula, charge and spin ... 1057.4 kJ/mol
Highest occupied orbital energy ... -0.3310 Ha
HOMO-LUMO gap ... 9.055 eV

The geometry in ORCA input format:
```
! wB97M-V def2-TZVPD RIJCOSX def2/J DEFGRID3
* xyz 0 1
C 2.2935 0.0788 2.8462
C 1.3649 -0.0835 1.8254
C -0.0105 -0.4404 2.4253
C -1.2701 -0.9669 1.4568
C -2.1331 0.1611 0.9420
C -1.0182 1.1339 -1.2974
C -0.0887 0.0756 -1.7758
C 0.0350 0.1000 -3.1562
C 0.7448 -1.0369 -3.6537
H 3.1279 1.1865 2.5211
H 3.0486 -0.9481 3.1121
H 1.5434 0.5822 3.5947
H 1.6185 -1.0075 1.2752
H 1.2747 0.6856 1.0185
H 0.0435 -1.2235 3.1654
H -0.4722 0.4428 3.0674
H -1.9887 -1.7847 1.9323
H -0.6806 -1.4399 0.5744
H -2.7692 -0.3951 0.2867
H -2.4876 0.6599 1.9344
H -0.7688 2.1157 -1.6785
H -1.8834 0.5525 -2.0534
H -0.5361 -0.9449 -1.6931
H 0.9801 0.1341 -1.1838
H -0.7974 0.3566 -4.0599
H 0.5605 0.9611 -3.4616
H 0.6374 -1.9378 -2.8212
H 1.7284 -0.6463 -3.5759
H 0.2658 -1.3975 -4.8158
N -1.3252 1.1911 0.1471
N -0.3231 1.8692 0.9188
O -0.7140 1.9663 2.1825
*
```

***

# 2
This record from OMol25 describes the molecule C9H20N2Si. The level of theory is ωB97M-V/def2-TZVPD.

Results
Energy above the lowest of the compared OMol25 structures with the same formula, charge and spin ... 76.8 kJ/mol
Highest occupied orbital energy (alpha / beta) ... -0.3126 / -0.3086 Ha
HOMO-LUMO gap (alpha / beta) ... 8.880 / 8.626 eV

The geometry in ORCA input format:
```
! wB97M-V def2-TZVPD RIJCOSX def2/J DEFGRID3
* xyz 0 1
C 0.8827 0.4133 2.2531
C 1.0060 -0.9818 1.6960
C 1.6419 0.7855 3.5007
C 0.8832 1.6838 -1.2223
C -1.2484 0.4650 -2.1554
C -1.4710 2.3623 -0.6846
C -0.8102 -2.6332 -0.1771
C 1.7464 -1.5534 -1.1324
C -0.5489 1.1928 -0.9893
N 0.2349 1.2776 1.6377
N -0.5957 0.2169 0.0111
Si 0.3148 -1.2263 -0.0635
H 2.1213 -1.1726 1.8176
H 0.4942 -1.5854 2.4475
H 0.7962 1.0643 4.0586
H 2.1315 1.7133 3.4682
H 2.1807 0.0707 4.0154
H 1.1885 2.5291 -0.5731
H 1.5075 0.8502 -1.0835
H 1.0260 1.9350 -2.2490
H -1.3817 1.1283 -3.0560
H -2.3314 0.3753 -1.8575
H -0.6970 -0.5155 -2.3733
H -1.4083 2.5878 0.4257
H -0.8634 3.2769 -0.9945
H -2.4424 2.4228 -1.0687
H -1.8298 -2.5369 0.2563
H -1.0878 -2.9245 -1.2197
H -0.4254 -3.6346 0.2935
H 2.1692 -2.5431 -0.8705
H 1.6309 -1.4853 -2.1942
H 2.6590 -0.9607 -0.7367
*
```

***

# 3
This record from OMol25 describes a 2-piece molecular cluster, C9H20NO4 overall. The level of theory is ωB97M-V/def2-TZVPD.

Results
Energy above the lowest of the compared OMol25 structures with the same formula, charge and spin ... 185.3 kJ/mol
Highest occupied orbital energy ... -0.4568 Ha
HOMO-LUMO gap ... 9.850 eV

The geometry in ORCA input format:
```
! wB97M-V def2-TZVPD RIJCOSX def2/J DEFGRID3
* xyz 1 1
C 1.2290 0.0931 1.8578
C -0.5836 -4.6920 0.0579
C 0.6586 -2.0268 -2.0014
C -0.4960 -3.9600 -1.2390
C -0.2873 3.2535 -0.9416
C -0.9768 2.0577 -0.4543
C 0.7506 3.8361 0.1042
C 0.3385 0.9826 1.4320
C -0.2482 -2.5329 -1.2122
N -0.1145 0.9362 -0.0130
O 1.8647 -0.0416 3.0011
O 0.0915 4.0408 1.3534
O -0.4409 1.6512 2.2998
O -1.0925 -1.7195 -0.4282
H 1.7159 -0.5767 1.1070
H 0.3191 -4.5880 0.6673
H -1.4730 -4.4043 0.6185
H -0.4863 -5.7756 -0.2684
H 1.8712 0.6016 3.7176
H 1.3194 -2.7394 -2.5979
H 1.0115 -1.0360 -2.0713
H 0.3142 -4.3019 -1.8473
H -1.3582 -4.1036 -1.8210
H -1.0293 4.0051 -1.2340
H 0.2769 3.0900 -1.9600
H -1.6959 1.6597 -1.2458
H -1.5500 2.3834 0.3655
H 1.2024 4.7411 -0.2764
H 1.2934 2.9374 0.2836
H -0.6688 -0.0030 -0.1818
H 0.7211 1.0300 -0.6429
H -0.2533 4.9334 1.2342
H -0.5170 2.5854 2.2867
H -1.7066 -2.3171 0.0499
*
```

***

# 4
This record from OMol25 describes the molecule C9H20Si. The level of theory is ωB97M-V/def2-TZVPD.

Results
Energy above the lowest of the compared OMol25 structures with the same formula, charge and spin ... 185.1 kJ/mol
Highest occupied orbital energy ... -0.3422 Ha
Structure (SMILES) ... CC1(C)C[C@]1(C)[Si](C)(C)C
HOMO-LUMO gap ... 10.160 eV

The geometry in ORCA input format:
```
! wB97M-V def2-TZVPD RIJCOSX def2/J DEFGRID3
* xyz 0 1
C -1.3026 -0.1158 1.5888
C -1.6561 0.3227 0.1999
C -0.4231 -0.5698 0.3966
C -2.8487 -0.5055 -0.4149
C -1.4865 1.7750 -0.4293
C -0.5959 -2.0680 -0.1574
C 2.6081 -1.2830 0.5360
C 1.9322 1.6828 1.0553
C 1.5724 0.4460 -1.8253
Si 1.3546 0.0727 0.0264
H -0.8932 0.7583 2.1587
H -2.0309 -0.7253 2.1720
H -2.6492 -0.7928 -1.4645
H -3.6943 0.1371 -0.2718
H -2.9578 -1.4554 0.1089
H -1.7062 1.8305 -1.4263
H -0.4293 1.8834 -0.4465
H -2.0000 2.5169 0.2126
H -0.8348 -2.1869 -1.1195
H -1.3986 -2.5057 0.4459
H 0.3506 -2.6797 0.0040
H 2.8108 -2.0793 -0.2821
H 3.4846 -0.6224 0.6999
H 2.1762 -1.7979 1.3896
H 1.7179 1.8280 2.0883
H 2.9389 1.9199 0.7408
H 1.2094 2.4500 0.6049
H 1.4991 -0.4413 -2.3281
H 0.8252 1.1081 -2.1064
H 2.4271 1.0970 -2.1566
*
```